(1)
{"formula": "C2H9N3", "method": "wB97M-V/def2-TZVPD", "species": ["C", "N", "H", "H", "H", "N", "C", "N", "H", "H", "H", "H", "H", "H"], "xyz": [[0.394795, -1.192656, -2.749064], [1.437179, -1.016654, -2.056833], [0.314091, -0.674857, -3.704141], [-0.441122, -1.829976, -2.451700], [1.382252, -1.576711, -1.203579], [0.031117, 1.902593, 1.148986], [-0.427917, 0.574444, 0.754081], [-0.674578, -0.422977, 1.785967], [-0.595496, 2.279953, 1.853365], [0.939030, 1.830903, 1.596184], [-1.360487, 0.712247, 0.210534], [0.278092, 0.136113, 0.052947], [0.142912, -0.592994, 2.358170], [-1.419874, -0.129430, 2.405078]], "atomic_forces_ev_per_a": [[0.102, 0.109, -0.057], [-0.080, -0.203, 0.037], [-0.070, -0.007, 0.024], [0.009, -0.017, -0.030], [0.046, 0.072, 0.012], [0.111, -0.260, 0.197], [-0.149, -0.015, 0.029], [-0.115, -0.009, 0.069], [-0.016, 0.059, -0.101], [0.042, 0.064, -0.065], [-0.099, -0.051, -0.059], [0.160, 0.234, -0.038], [0.071, 0.035, -0.041], [-0.010, -0.013, 0.025]], "nbo_charge": [-0.043, -0.592, 0.160, 0.149, 0.328, -0.832, -0.066, -0.847, 0.345, 0.346, 0.174, 0.181, 0.349, 0.349], "homo_ev": -9.11, "multiplicity": 1, "de_lowest_kcal_mol": 29.26, "homo_lumo_gap_ev": 10.18, "total_energy_ev": -6689.2403, "smiles": "C=N.NCN"}


(2)
{"formula": "C2H4NP", "method": "wB97M-V/def2-TZVPD", "species": ["C", "C", "N", "P", "H", "H", "H", "H"], "xyz": [[1.332636, 0.445791, 0.321086], [1.136767, -0.798574, 0.252738], [0.163705, 0.038615, -0.475499], [-1.352101, -0.033180, 0.322468], [1.816233, 1.618522, 0.931724], [1.257703, -1.824882, 0.397412], [-1.630969, -0.909852, -0.738068], [-1.939067, 0.794994, -0.513605]], "atomic_forces_ev_per_a": [[2.060, 5.005, 3.079], [0.864, -0.046, 0.095], [0.681, 0.904, -1.077], [-0.124, -1.736, 0.911], [-1.618, -4.377, -2.384], [0.320, -1.112, 0.199], [-0.867, -1.050, 0.427], [-1.315, 2.412, -1.250]], "nbo_charge": [-0.027, -0.113, -0.729, 0.464, 0.256, 0.232, -0.027, -0.055], "homo_ev": -7.98, "multiplicity": 1, "de_lowest_kcal_mol": 115.53, "homo_lumo_gap_ev": 8.81, "total_energy_ev": -12911.5191}